{
  "formula": "C18H31N5O6Ti2",
  "method": "ωB97M-V/def2-TZVPD",
  "symbols": ["C", "N", "H", "H", "H", "C", "H", "H", "C", "H", "Ti", "N", "C", "O", "H", "H", "C", "H", "C", "H", "C", "C", "O", "H", "C", "N", "C", "H", "H", "H", "H", "N", "C", "Ti", "H", "H", "H", "H", "H", "H", "H", "C", "H", "O", "H", "H", "C", "N", "C", "H", "O", "H", "H", "C", "H", "C", "C", "O", "C", "H", "H", "O"],
  "positions_angstrom": [[-3.708, -3.045, 3.534], [-0.202, -2.096, -1.300], [-0.525, 0.749, -2.979], [-2.670, -4.434, 1.400], [6.148, 0.912, -3.600], [-1.063, -2.376, -2.316], [-2.937, -3.014, 0.343], [-3.169, 4.833, 0.641], [-3.263, 3.361, 2.168], [-2.701, 1.234, 4.485], [2.023, 2.307, 1.956], [-2.637, 2.241, 2.604], [-0.355, 1.765, -2.664], [0.763, -1.124, 1.656], [4.089, 0.911, -2.732], [-0.891, -2.172, 1.922], [-0.519, -3.390, -3.068], [-1.712, 3.007, -3.807], [3.935, 0.607, -1.701], [7.284, -0.438, -3.650], [-0.466, 3.955, -2.192], [5.138, -0.059, -1.081], [0.049, 0.982, 1.889], [-0.681, 5.010, -2.215], [-2.236, -3.520, 1.008], [6.221, -0.301, -1.867], [-2.375, -2.438, 3.256], [-0.974, -3.769, -3.967], [-3.850, -3.999, 3.026], [-3.288, 0.326, 3.112], [1.150, 3.802, -0.649], [-1.785, -2.644, 2.085], [0.767, 0.080, 1.279], [-0.291, -0.139, 3.796], [-4.247, 1.703, 3.766], [7.000, -0.719, -1.385], [1.085, 1.368, -1.157], [-1.939, 3.574, 0.469], [3.084, -0.062, -1.599], [-4.500, -2.379, 3.190], [-2.012, -1.869, -2.383], [0.470, 3.374, -1.369], [-1.760, 4.850, 1.689], [1.673, 0.551, 0.484], [3.744, 1.466, -1.059], [-3.820, -3.240, 4.596], [0.902, -2.896, -1.384], [0.522, 2.046, -1.655], [-0.983, 2.934, -3.017], [5.554, -0.737, -3.824], [-1.855, -1.683, 4.110], [1.426, -4.491, -2.729], [-1.351, -3.761, 0.423], [0.736, -3.698, -2.484], [1.694, -2.885, -0.657], [6.301, -0.128, -3.311], [-3.251, 1.330, 3.539], [-4.382, 3.680, 2.535], [-2.477, 4.198, 1.188], [-0.292, -1.308, -0.683], [-1.732, 2.001, 2.227], [5.141, -0.348, 0.105]],
  "forces_ev_per_angstrom": [[-0.2, -0.7, 0.0], [0.2, 0.3, 0.3], [0.1, 0.0, -0.2], [0.0, 0.0, -0.1], [0.1, 0.0, 0.0], [-0.1, -0.2, -0.2], [-0.1, -0.1, 0.1], [-0.1, 0.0, 0.0], [-0.2, 0.3, 0.0], [0.0, 0.3, -0.1], [-0.9, -1.4, -0.9], [0.2, -0.1, 0.2], [-0.1, -0.1, 0.3], [-1.3, 0.2, 0.1], [-0.2, 0.1, 0.0], [0.0, 0.0, 0.1], [-0.2, 0.5, 0.0], [-0.1, 0.2, 0.1], [0.3, 0.0, 0.1], [0.0, 0.0, 0.0], [0.4, 0.3, 0.1], [0.0, -0.2, 0.2], [-0.5, 0.9, 1.6], [-0.1, 0.0, -0.1], [0.3, 0.2, 0.0], [0.1, 0.1, -0.3], [0.2, 0.3, -0.2], [0.1, -0.3, 0.0], [0.0, 0.1, -0.1], [-0.3, 0.0, 0.0], [-0.1, 0.1, 0.0], [0.0, -0.2, -0.1], [2.6, -0.5, 0.1], [-0.2, -0.5, -1.0], [-0.1, -0.1, -0.1], [0.0, 0.0, 0.0], [-0.1, 0.1, 0.1], [0.1, 0.1, 0.1], [0.0, 0.0, -0.1], [0.0, 0.1, 0.1], [0.1, 0.1, -0.2], [0.1, 0.0, 0.0], [0.0, -0.1, 0.1], [-0.2, 0.6, 0.5], [-0.2, 0.1, -0.2], [0.0, 0.3, 0.1], [-0.1, -0.1, -0.3], [-0.1, -0.2, -0.3], [-0.1, -0.3, -0.3], [0.1, 0.0, 0.0], [0.4, 0.4, 0.0], [-0.1, 0.1, -0.3], [-0.1, -0.2, -0.1], [0.2, -0.4, 0.4], [0.0, 0.3, 0.1], [-0.2, 0.0, 0.2], [0.1, -0.2, 0.0], [0.1, -0.1, 0.1], [0.0, -0.1, -0.4], [0.1, -0.1, 0.2], [-0.1, 0.1, -0.1], [0.1, 0.1, 0.0]],
  "e_homo_ev": [-5.76, -8.14],
  "energy_ev": -85132.7542,
  "gap_ev": [5.56, 7.64],
  "multiplicity": 7,
  "fmax_ev_per_a": 2.63
}

{
  "formula": "C18H32Br10F6FeO4",
  "method": "ωB97M-V/def2-TZVPD",
  "symbols": ["H", "Br", "O", "C", "Br", "H", "C", "H", "H", "F", "Br", "H", "C", "H", "H", "Br", "C", "O", "C", "Br", "H", "H", "C", "H", "H", "H", "F", "C", "C", "C", "H", "H", "H", "H", "H", "C", "O", "H", "F", "F", "C", "C", "C", "Br", "H", "H", "H", "H", "H", "F", "H", "Br", "H", "O", "H", "C", "Fe", "H", "Br", "H", "C", "H", "Br", "Br", "H", "H", "C", "C", "H", "F", "C"],
  "positions_angstrom": [[-8.948, -17.152, 12.400], [-4.712, -21.549, 16.733], [-6.653, -24.199, 17.772], [-2.838, -20.977, 17.016], [-12.523, -22.621, 23.208], [-12.455, -20.122, 22.977], [-10.998, -20.866, 21.491], [-5.460, -18.598, 17.542], [-1.566, -16.515, 13.485], [-3.998, -24.418, 18.788], [-11.693, -16.513, 14.995], [-3.930, -15.974, 14.526], [-6.402, -21.912, 20.444], [-0.947, -16.752, 15.113], [-2.571, -22.258, 18.849], [-3.274, -15.913, 16.844], [-8.937, -20.035, 17.441], [-6.213, -22.630, 19.207], [-2.191, -22.078, 17.851], [-0.382, -21.433, 18.377], [-7.160, -24.275, 19.745], [-6.173, -20.128, 19.281], [-12.339, -20.908, 22.240], [-11.788, -21.046, 16.409], [-2.001, -23.013, 17.338], [-7.801, -18.382, 15.624], [-8.865, -18.754, 19.537], [-12.695, -20.671, 15.939], [-7.044, -19.020, 16.084], [-6.012, -18.109, 16.739], [-6.035, -22.420, 21.335], [-5.336, -17.830, 15.934], [-6.518, -17.268, 17.208], [-2.661, -14.750, 14.770], [-2.958, -19.995, 17.458], [-13.552, -21.835, 15.495], [-7.592, -20.048, 16.904], [-9.009, -17.245, 14.178], [-4.650, -24.559, 20.847], [-8.967, -17.695, 17.607], [-5.758, -20.570, 20.185], [-1.845, -16.770, 14.507], [-6.304, -24.062, 19.089], [-2.602, -18.585, 14.468], [-10.313, -15.266, 13.169], [-13.165, -20.935, 21.536], [-10.993, -21.532, 20.633], [-7.481, -21.771, 20.565], [-9.472, -19.965, 16.481], [-5.175, -26.115, 19.432], [-5.827, -19.814, 20.970], [-10.236, -19.213, 13.125], [-12.503, -19.904, 15.198], [-9.006, -21.258, 18.013], [-11.405, -16.446, 12.532], [-2.933, -15.793, 14.912], [-7.055, -22.002, 17.365], [-2.317, -20.922, 16.068], [-13.506, -19.652, 17.414], [-4.672, -20.668, 20.085], [-9.374, -18.793, 18.291], [-10.761, -19.882, 21.090], [-12.820, -22.711, 13.888], [-9.510, -21.121, 22.757], [-6.600, -19.570, 15.250], [-13.747, -22.555, 16.285], [-5.046, -24.792, 19.584], [-10.647, -16.292, 13.300], [-14.538, -21.432, 15.260], [-10.694, -18.607, 18.474], [-9.585, -17.352, 13.261]],
  "forces_ev_per_angstrom": [[0.1, -0.3, 0.0], [1.3, 0.1, -1.3], [0.7, 0.7, 0.5], [0.2, -1.0, 0.7], [-0.1, 0.4, -0.2], [0.1, 0.0, 0.0], [-0.3, 0.6, 0.5], [0.2, -0.2, -0.2], [0.0, -0.3, -0.1], [-0.1, -0.1, 0.4], [0.5, 0.4, -0.6], [0.3, -0.2, -0.6], [-0.8, 0.6, -0.2], [-0.2, -0.1, 0.3], [-0.7, 0.0, -0.3], [0.2, 0.1, 0.1], [-1.1, -2.1, -0.7], [1.4, 0.7, 1.0], [1.0, 0.9, 0.8], [-0.1, 0.0, -0.4], [0.2, -0.8, 0.4], [0.0, 0.0, -0.1], [0.6, -0.7, -0.3], [0.3, 0.2, -0.3], [-0.3, 0.1, -0.2], [-0.4, -0.4, 0.3], [0.5, -0.1, -0.5], [0.6, -0.3, 0.8], [0.5, 0.1, -1.0], [-0.7, -0.5, 0.2], [0.3, -0.2, -0.3], [0.1, 0.4, 0.3], [0.2, 0.3, -0.2], [0.2, -0.1, -0.2], [0.4, -0.1, 0.3], [-0.9, 0.8, 0.0], [1.1, 1.3, 0.7], [0.2, -0.4, -0.1], [-0.6, 0.2, -0.1], [0.2, 0.1, 0.3], [0.8, 0.5, 0.4], [-0.9, 0.3, -0.8], [-2.8, 0.9, -1.0], [0.4, 0.4, -0.1], [0.4, -0.1, 0.5], [0.0, 0.3, 0.0], [0.4, -0.5, 0.4], [0.0, -0.1, 0.1], [-0.9, 0.4, 0.3], [-0.2, 0.3, 0.3], [-0.6, -0.3, 0.2], [0.2, 0.9, 0.1], [0.1, -0.3, -0.3], [0.6, 0.8, -0.1], [0.1, -0.1, 0.0], [0.1, 0.0, 1.3], [-1.8, -1.8, 1.9], [-0.4, 0.1, -0.2], [-0.4, -0.3, -0.2], [0.0, -0.2, -0.4], [0.4, 0.4, 0.4], [-0.4, 0.1, 0.1], [-0.2, 0.3, 0.7], [-0.2, -0.1, -0.5], [0.2, 0.1, 0.1], [0.6, -0.2, -0.1], [1.0, -0.1, -1.6], [-1.8, -0.8, 0.1], [0.1, -0.2, -0.5], [0.3, -0.9, -0.6], [0.3, 0.4, 0.0]],
  "e_homo_ev": [-9.07, -9.02],
  "energy_ev": -778491.0922,
  "gap_ev": [8.69, 8.21],
  "e_above_lowest_ev": 1.8198,
  "multiplicity": 5,
  "fmax_ev_per_a": 3.20
}

{
  "formula": "C18H32Br21O6PS",
  "method": "ωB97M-V/def2-TZVPD",
  "symbols": ["Br", "Br", "C", "H", "H", "O", "Br", "Br", "H", "C", "H", "H", "H", "Br", "C", "H", "Br", "H", "C", "H", "H", "C", "C", "H", "P", "H", "Br", "H", "H", "H", "Br", "H", "Br", "H", "O", "Br", "Br", "H", "Br", "C", "C", "O", "Br", "H", "H", "C", "Br", "C", "H", "C", "O", "C", "Br", "O", "H", "Br", "H", "C", "Br", "Br", "Br", "H", "Br", "Br", "H", "C", "C", "H", "H", "H", "H", "C", "H", "O", "H", "C", "S", "C", "H"],
  "positions_angstrom": [[-3.040, 3.958, -5.436], [-3.546, -2.198, -5.534], [-1.637, 0.463, 0.018], [8.210, 1.423, 1.128], [6.827, 0.400, 1.647], [0.951, 0.641, 0.515], [-0.346, 2.638, 5.703], [-0.400, 0.626, 8.198], [4.680, -0.880, -2.060], [2.931, -1.675, -0.077], [2.825, -1.258, 2.119], [7.366, 0.400, -0.856], [-3.727, -0.037, -4.334], [-0.851, -2.405, 3.463], [-3.398, -0.278, -5.341], [-5.355, 3.266, 1.916], [-5.844, 5.668, 2.307], [4.918, -1.862, 0.914], [3.921, 3.206, 1.563], [-3.250, -2.997, 3.240], [4.653, -3.032, -0.397], [-1.371, 1.308, 6.669], [-6.109, 3.763, 2.518], [6.578, 3.463, 1.086], [0.322, -0.322, 1.492], [7.134, 2.846, 2.659], [-3.361, -5.824, -5.978], [2.405, -2.328, -0.815], [-2.254, 1.806, 7.051], [2.806, -0.636, -0.446], [-4.566, 0.675, -6.551], [6.253, -1.322, -1.300], [-3.959, -4.618, -8.884], [-6.978, -2.743, -1.082], [0.434, 0.346, 3.002], [-6.674, -4.592, -2.708], [-5.691, 4.459, -3.708], [5.031, 2.855, 3.393], [-2.233, -5.003, 2.194], [6.663, 1.131, -0.400], [6.476, 2.604, 1.788], [0.895, -1.867, 1.393], [-5.233, -1.737, -2.531], [-1.449, 1.527, 0.277], [4.491, 1.149, -0.876], [4.485, -1.967, -0.112], [-1.974, -0.120, 5.509], [-4.251, -6.099, -7.675], [2.622, -2.948, 1.631], [7.094, 1.334, 1.107], [-1.331, -0.356, 1.144], [2.339, -1.904, 1.348], [-5.835, 3.200, 4.351], [-4.116, 1.320, 0.610], [4.929, 0.285, 0.643], [-2.697, -4.286, 5.285], [-3.805, -6.976, -8.129], [5.225, 0.458, -0.413], [-6.135, -6.476, -7.441], [-1.563, 0.318, -5.492], [-2.809, 4.959, -2.400], [-1.117, 0.152, -0.916], [-4.957, -3.811, -0.112], [-7.835, 3.199, 1.848], [-3.808, 2.889, -3.330], [5.219, -0.982, -1.094], [-3.833, 3.919, -3.670], [2.966, 3.203, 2.140], [3.726, 2.649, 0.619], [4.697, 1.371, 2.473], [4.194, 4.259, 1.340], [-2.383, -3.589, 3.508], [0.802, 1.233, 2.878], [-3.588, 0.930, -1.758], [-3.954, -0.891, -0.288], [5.026, 2.424, 2.359], [-3.450, 0.395, -0.362], [-6.091, -3.162, -1.543], [6.710, 2.066, -0.995]],
  "forces_ev_per_angstrom": [[-0.1, 0.2, 0.3], [0.2, 0.2, -0.3], [-0.1, -0.4, -0.4], [-0.8, 0.0, 0.1], [0.2, 0.6, -0.1], [-0.6, -1.6, 1.5], [-0.1, -0.2, 0.1], [-0.1, 0.1, -0.3], [0.3, -0.5, 0.5], [0.5, 0.2, -0.1], [-0.6, -0.1, -0.6], [-0.3, 0.6, 0.2], [0.1, 0.0, -0.1], [-0.7, -1.1, 0.6], [0.0, 0.0, 0.1], [-0.1, 0.0, 0.1], [-0.1, -0.3, 0.1], [-0.2, 0.1, -0.7], [0.0, -0.9, 0.1], [0.1, -0.1, 0.0], [-0.1, 0.7, 0.1], [-0.2, -0.1, 0.0], [0.1, 0.0, -0.1], [-0.4, -0.5, 0.4], [0.1, 2.2, -1.8], [-0.4, -0.1, -0.7], [-0.1, 0.0, -0.2], [0.3, 0.4, 0.6], [0.1, 0.0, 0.0], [-0.3, -0.6, 0.6], [0.1, -0.3, 0.1], [-0.6, 0.2, 0.2], [-0.1, -0.2, 0.2], [0.1, 0.0, 0.0], [-0.2, -2.0, -1.5], [0.2, 0.2, 0.2], [0.3, -0.1, 0.0], [0.0, -0.4, -0.7], [0.0, 0.2, 0.2], [-0.5, -0.8, 0.9], [0.4, -0.9, 0.5], [-0.9, 2.9, 0.5], [-0.3, -0.2, 0.4], [-0.4, -0.6, -0.6], [0.3, -0.6, 0.2], [-0.3, -0.4, -0.4], [0.2, 0.5, 0.4], [0.0, 0.1, 0.0], [-0.5, 0.7, -0.1], [0.4, 0.6, -1.0], [1.9, -0.6, 0.4], [1.8, -0.9, -0.7], [-0.1, 0.1, -0.2], [1.2, -2.8, -1.1], [0.0, 0.4, -0.7], [0.1, 0.1, -0.3], [0.0, 0.1, 0.1], [0.8, -0.2, -0.4], [0.3, 0.1, 0.0], [-0.2, -0.1, 0.0], [-0.2, -0.1, -0.2], [-0.3, 0.3, 0.7], [0.0, 0.1, -0.2], [0.2, 0.1, 0.1], [0.0, 0.1, 0.0], [-0.6, 0.7, 0.9], [0.0, -0.1, 0.0], [0.6, 0.1, -0.4], [0.0, 0.6, 0.5], [0.5, 0.5, -0.2], [0.0, -0.7, 0.2], [0.0, 0.1, 0.1], [0.0, 0.0, -0.1], [0.7, -2.1, 2.1], [0.5, 0.4, 0.1], [-0.4, 1.5, 0.3], [-1.3, 5.4, -0.7], [-0.1, -0.1, -0.1], [-0.1, -0.5, 0.5]],
  "e_homo_ev": -9.90,
  "energy_ev": -1522483.7415,
  "gap_ev": 9.44,
  "multiplicity": 1,
  "fmax_ev_per_a": 5.56
}